Below is a cluster of 11 separate species, C35H70F21N5O15P in total in a non-equilibrium geometry, with properties calculated with the ωB97M-V functional and the def2-TZVPD basis.

Geometry as XYZ:
```
147
Properties=species:S:1:pos:R:3:forces:R:3:mulliken_charge:R:1
C -27.355262 9.305826 -4.507303 -1.01 0.57 0.01 -1.031
C -27.422811 8.353068 -3.335485 -1.72 1.59 0.48 0.721
O -28.345017 8.368613 -2.537954 3.28 -1.21 -1.68 -0.430
N -26.140326 7.513245 -3.221384 -1.63 -1.16 2.13 0.241
H -26.019912 6.853585 -3.976668 -0.88 -0.89 -0.21 0.510
H -25.313385 8.055497 -3.426869 1.54 2.14 0.77 -0.119
C -25.969511 6.896791 -1.797557 0.91 0.12 -1.19 -0.638
H -26.579594 10.064724 -4.404757 0.61 -0.54 0.02 0.240
H -28.259235 9.914589 -4.488738 -0.22 -0.25 0.25 0.354
H -27.387757 8.844265 -5.494215 0.57 -0.29 0.10 0.362
H -26.735811 6.167336 -1.535312 -0.34 0.65 -0.23 0.342
H -25.841990 7.757290 -1.140750 -0.31 -0.26 0.10 0.348
H -25.030380 6.344414 -1.829285 0.09 0.23 -0.04 0.200
C -15.608692 7.056618 -1.491932 -1.32 -0.90 -0.64 -0.088
C -15.271655 5.769188 -2.245157 3.90 1.65 -0.96 0.425
O -14.276919 5.680275 -2.976232 -3.95 -1.05 2.19 -0.506
N -16.314500 4.633037 -2.080749 2.18 -0.82 -1.10 0.835
H -15.882217 3.735815 -1.912727 1.16 -0.22 -0.46 0.531
H -16.845247 4.688679 -1.223247 -1.99 1.64 1.47 -0.323
C -17.123533 4.497702 -3.325791 -0.88 0.06 0.42 -0.933
H -16.695065 6.983255 -1.441847 -0.26 0.64 0.44 -0.244
H -15.321514 7.952700 -2.042092 0.18 -0.39 -0.27 0.426
H -15.245754 7.193036 -0.473218 0.15 -0.64 0.01 0.165
H -16.456184 4.541395 -4.186502 -0.37 0.54 0.09 0.417
H -17.917384 5.227682 -3.167570 0.17 0.29 -0.95 0.388
H -17.637652 3.538104 -3.380187 0.26 -0.10 0.34 0.212
C -20.887985 7.494224 -6.080683 -1.19 1.55 0.09 -1.012
C -20.879753 9.068324 -5.969447 4.20 -1.24 -0.78 0.595
O -19.829618 9.682046 -6.136400 -3.51 -0.64 0.58 -0.515
N -22.169656 9.855826 -5.752469 2.49 -0.23 -2.11 0.398
H -22.586452 9.636921 -4.858903 -1.05 -0.92 1.51 -0.213
H -21.788692 10.786175 -5.655420 0.02 0.68 0.09 0.458
C -23.167448 9.808442 -6.924026 0.37 0.43 2.36 -0.796
H -19.941905 6.985956 -6.266929 0.32 0.83 0.27 0.255
H -21.472397 7.271556 -6.973420 -0.42 -0.26 0.12 0.541
H -21.337739 7.066661 -5.184574 -0.23 -0.04 -0.14 0.127
H -22.945738 10.529154 -7.711130 0.44 -0.36 0.14 0.299
H -23.954905 10.210202 -6.286379 -1.20 -0.52 -1.11 0.338
H -23.220501 8.761744 -7.223522 -0.48 0.38 -0.11 0.336
C -15.292127 5.818455 3.073080 -0.51 -1.35 -0.45 0.552
C -15.032226 4.327190 2.684380 4.11 1.98 1.31 0.048
O -13.909625 3.852801 2.842492 -3.80 -0.19 -1.08 -0.524
N -16.153177 3.572255 1.953627 0.98 0.30 1.44 0.595
H -16.693048 4.196572 1.371498 -1.93 1.92 -0.17 -0.224
H -15.739361 3.049676 1.194827 0.58 -1.18 0.43 0.468
C -16.995825 2.737642 2.914757 0.36 -0.40 -1.02 -0.527
H -15.366547 6.348479 2.123528 -0.69 0.09 -0.07 -0.142
H -14.487006 6.335719 3.594916 0.36 -0.85 0.19 0.383
H -16.187490 5.903827 3.688822 -0.23 0.21 -0.36 -0.406
H -16.303510 1.971211 3.263183 -0.41 -0.15 0.02 0.388
H -17.807218 2.363245 2.290609 0.11 -0.32 0.26 0.212
H -17.437084 3.255033 3.766632 0.40 0.68 -0.32 0.200
C -18.704453 -0.657511 -2.060198 -0.94 0.89 0.31 -0.765
C -19.111328 0.099890 -0.836756 1.94 0.75 3.81 0.492
O -18.406888 0.350688 0.149377 -2.30 -0.58 -2.86 -0.473
N -20.530280 0.821726 -0.805985 1.41 0.05 -1.41 -0.144
H -21.195306 0.350284 -1.402300 -0.10 -0.16 -0.66 0.388
H -20.949893 0.733047 0.108431 0.33 0.41 0.78 0.397
C -20.330018 2.307310 -1.285051 -1.12 -0.95 0.86 -0.666
H -17.621724 -0.782683 -2.071311 -0.22 0.12 0.03 0.306
H -19.067594 0.009802 -2.841807 0.30 -0.36 -0.79 0.195
H -19.203506 -1.622942 -2.143871 -0.07 0.03 0.01 0.332
H -21.329401 2.721242 -1.419129 0.04 -0.02 0.02 0.390
H -19.844595 2.283993 -2.260720 0.31 0.08 0.32 0.142
H -19.859178 2.809421 -0.439888 0.47 0.14 -0.51 0.307
C -20.293238 13.441473 4.895179 -1.81 4.91 -0.81 -0.163
O -20.759463 12.743578 3.695425 0.65 -0.89 1.16 -0.258
O -21.161153 14.535855 5.137704 1.35 -3.31 0.64 -0.898
C -19.756983 12.519175 6.067145 -3.23 0.07 -0.74 0.903
F -18.511280 12.221570 5.879702 2.29 -0.99 -0.76 -0.232
F -19.808016 12.990437 7.296055 -0.34 1.42 0.98 -0.332
F -20.502000 11.382855 6.145544 0.23 -0.55 -0.44 -0.282
C -19.720206 11.971052 3.126813 -1.16 -0.81 -0.35 0.191
C -20.322307 11.191577 1.975234 0.58 -0.13 -0.56 -0.637
H -20.460338 11.838913 1.109210 -0.78 0.09 0.01 0.308
H -19.635747 10.428019 1.609562 0.40 -0.12 0.17 -0.028
H -21.191875 10.631496 2.319124 -0.31 0.40 -0.23 0.234
H -19.381295 11.172572 3.786864 0.47 0.36 0.51 -0.192
H -18.910650 12.610509 2.774939 0.37 0.02 0.19 0.297
H -19.428821 13.987729 4.517723 1.23 -0.43 0.11 0.183
C -21.049944 5.912907 4.838479 -3.64 -2.30 -1.45 0.250
O -20.250913 5.671170 5.918359 2.96 0.78 3.14 -0.415
O -22.242744 5.180635 4.967879 1.72 2.30 -0.14 -1.013
C -21.219357 7.503015 4.541605 0.90 -2.43 1.71 0.779
F -19.962386 8.024337 4.323777 -0.97 0.29 -0.75 -0.205
F -22.052603 7.749316 3.496051 0.87 0.43 0.92 -0.223
F -21.630028 8.102412 5.684464 -0.46 0.06 -1.23 -0.269
C -18.796922 5.929095 5.912405 -1.17 0.96 0.27 1.107
C -18.201871 5.492056 7.234765 -0.93 -1.54 0.50 -1.513
H -18.331995 4.411103 7.286653 0.41 -0.41 0.05 0.382
H -17.170117 5.751202 7.472306 -0.13 0.17 -0.55 0.324
H -18.821559 5.786388 8.081787 -0.10 0.63 -0.20 0.363
H -18.515364 6.978378 5.823869 -0.55 0.24 -0.39 -0.046
H -18.364279 5.427558 5.046735 0.20 -0.39 -0.27 -0.382
H -20.543936 5.326743 4.071353 0.86 0.90 -1.80 -0.183
C -14.262946 8.872651 5.662959 0.36 4.04 -0.61 0.145
O -15.511396 9.626543 5.707206 -1.95 -1.56 -1.00 -0.445
O -13.301679 9.785818 5.956995 -0.95 -3.22 0.03 -0.906
C -14.377523 7.539046 6.410048 -0.44 3.54 3.16 0.737
F -15.450210 6.744664 6.277284 -1.18 0.06 -0.34 -0.151
F -13.395440 6.815228 6.060435 3.34 -2.69 -1.15 -0.290
F -14.223746 7.795016 7.751486 -0.51 -0.68 -0.06 -0.347
C -16.540263 9.264561 4.667970 2.18 2.81 1.39 1.477
C -16.428541 10.322971 3.522371 -0.24 -1.68 -0.35 -0.790
H -15.458015 10.426386 3.037092 0.37 0.13 0.64 0.336
H -17.026266 9.903896 2.712918 -0.62 0.26 -0.26 0.024
H -16.854142 11.276236 3.835816 0.27 -0.10 0.00 0.218
H -17.482945 9.552321 5.133425 -0.20 -0.97 0.13 0.049
H -16.409464 8.215878 4.401056 -0.41 0.12 -0.24 -0.861
H -14.190239 8.463273 4.655382 0.10 -0.18 -1.55 -0.091
C -22.946068 9.969158 -2.405265 -1.24 -0.95 -2.13 -0.249
O -21.628316 9.485324 -2.737851 0.54 -0.05 0.37 0.368
O -23.855547 9.233973 -3.197712 0.80 0.19 0.75 -1.027
C -23.202908 10.051280 -0.847495 -0.73 1.04 -0.83 0.450
F -22.486599 9.145228 -0.199795 -0.72 -0.43 0.41 -0.079
F -22.837312 11.257993 -0.442309 1.06 0.62 0.17 -0.267
F -24.533906 10.058274 -0.469980 0.85 -1.46 -0.71 -0.346
C -20.416092 10.014726 -2.102189 -1.54 0.23 0.91 0.037
C -19.212717 9.291653 -2.589706 0.71 -0.18 -0.66 -0.847
H -19.059077 9.351223 -3.667172 -0.13 0.54 -0.17 0.255
H -18.371453 9.795011 -2.113254 0.25 -0.28 0.01 0.493
H -19.159909 8.215543 -2.424467 -0.26 0.12 0.76 -0.287
H -20.513679 9.980021 -1.017120 0.05 -0.79 0.15 -0.131
H -20.317261 11.097648 -2.177094 -0.11 0.27 -1.02 0.449
H -22.987651 10.975462 -2.822058 0.02 0.75 0.75 0.272
C -18.957871 5.949947 0.414669 0.32 -2.40 -0.15 -1.068
O -19.407281 6.175831 -0.886004 -4.30 1.62 -1.43 0.403
O -17.918921 5.075815 0.186335 2.24 -0.11 1.07 -1.008
C -18.719727 7.284639 1.251103 0.45 -1.03 0.67 0.064
F -18.099328 8.194254 0.512283 0.40 0.47 -0.54 -0.203
F -19.886440 7.809669 1.646085 0.68 -0.55 -0.20 -0.042
F -17.890264 7.082814 2.359223 -1.48 -0.04 -1.47 0.065
C -20.976819 6.214058 -1.015969 1.39 0.13 1.67 -0.607
C -21.356338 6.209343 -2.427462 1.27 -0.43 -1.74 -0.129
H -22.410658 6.363705 -2.656982 0.03 0.12 0.33 0.099
H -20.747373 6.911438 -2.996951 -0.32 0.23 -0.01 -0.472
H -21.033918 5.227329 -2.773565 -0.27 -0.14 -0.65 0.303
H -21.472634 7.001911 -0.448918 0.80 0.37 0.14 0.129
H -21.409622 5.294882 -0.621126 0.56 -0.31 0.69 0.544
H -19.730289 5.329979 0.869770 -0.48 0.67 1.05 0.473
P -19.469225 3.539291 -5.993572 -0.73 2.33 -2.80 1.228
F -19.491135 2.332128 -7.172896 0.18 1.34 2.28 -0.367
F -19.398052 4.665982 -7.176860 -0.20 -0.79 -0.56 -0.394
F -21.086531 3.634408 -5.921116 -0.86 -0.23 -1.68 -0.376
F -19.553238 4.870561 -5.027028 1.25 -0.36 1.34 -0.284
F -19.698941 2.565869 -4.761266 2.10 -1.34 0.94 -0.358
F -17.795252 3.580211 -5.971194 -1.87 -0.96 0.73 -0.378
```
Forces are in eV/Å.

total energy: -141937.06142 eV
charge: -1
energy relative to the best compared isomer or geometry (same formula, charge and spin): 814.3 kJ/mol